# C5H8O4

A cluster of 2 separate species, C5H8O4 in total (ωB97M-V with the def2-TZVPD basis set, the OMol25 dataset).

Total charge = -2
Orbital gap = 7.74 eV
HOMO = -0.0386 Eh

Atoms and positions in Å:
C  0.189525  -2.952184  -0.663568
C  0.814958  -1.982250  -1.734947
O  1.122876  -0.836311  -1.352254
O  0.724741  -2.411667  -2.916714
H  -0.182325  -2.400801  0.203059
H  0.927411  -3.686410  -0.341642
H  -0.704079  -3.293361  -1.185911
C  0.436607  1.489381  1.225417
C  0.428926  1.781372  -0.299764
C  -0.967917  1.668702  1.818045
O  -1.168803  2.700441  2.523730
O  -1.812949  0.785957  1.549240
H  0.774356  0.455511  1.319411
H  1.166845  2.186419  1.642508
H  0.434324  2.879034  -0.413531
H  -0.431010  1.377826  -0.816133
H  1.385314  1.502971  -0.732918

Force components x, y, z for each atom (eV/Å):
0.0 1.1 -0.3
-1.4 0.5 0.1
0.7 -0.5 -0.1
0.6 -0.2 0.0
0.4 0.1 0.0
-0.3 -0.4 -0.2
0.2 -0.9 0.2
0.0 -0.1 -1.2
0.5 1.4 0.8
-0.3 0.3 0.6
0.2 0.0 -0.1
0.1 -0.1 -0.1
-0.1 0.0 0.3
-0.1 -0.1 0.4
-0.5 0.0 0.0
0.1 -0.4 -0.1
-0.2 -0.6 -0.3

---

# C5H8OS

The molecule C5H8OS (ωB97M-V with the def2-TZVPD basis set, the OMol25 dataset).

Orbital gap = 8.67 eV
HOMO = -0.2853 Eh

Atoms and positions in Å:
C  -1.357571  0.097472  0.855598
C  -2.797048  0.554247  -0.742981
C  -1.429953  -0.218501  -1.231662
C  -0.611347  -0.539378  -0.085298
C  0.969924  -2.752842  -0.890926
O  -2.531555  0.701461  0.555876
S  0.993757  -1.208768  0.155988
H  -1.041669  0.557316  1.821130
H  -3.086353  1.502848  -1.134847
H  -3.444372  -0.283409  -0.802535
H  -1.887228  -1.169934  -1.340170
H  -1.000365  0.208722  -2.238913
H  1.786816  -3.520897  -0.707014
H  1.049739  -2.393671  -1.858056
H  0.051461  -3.212744  -0.693828

Force components x, y, z for each atom (eV/Å):
2.0 0.9 2.9
2.5 -2.2 -2.1
-1.7 0.4 -5.1
-0.6 2.4 2.8
1.3 0.0 1.8
1.1 0.9 3.6
0.3 -0.2 -0.1
0.0 -1.5 -0.3
-0.3 0.3 -1.0
-1.8 0.1 -0.8
-0.3 -1.0 -2.0
-0.4 -1.1 2.0
-0.8 1.4 0.2
0.0 0.3 -2.1
-1.4 -0.8 0.0

---

# C5H8OS

The molecule C5H8OS (ωB97M-V with the def2-TZVPD basis set, the OMol25 dataset).

Orbital gap = 10.03 eV
HOMO = -0.3384 Eh

Atoms and positions in Å:
C  -0.845005  -0.371699  0.722272
C  -1.742796  0.808719  0.413850
C  2.614617  -1.029558  -0.648845
C  1.493772  -0.385173  -0.525568
C  -2.408762  1.127354  -0.721076
O  1.705773  0.000896  2.031727
S  0.874403  0.503324  0.892003
H  -1.172009  -0.664850  1.713650
H  -0.843014  -1.135038  -0.105020
H  -1.831910  1.426872  1.263940
H  3.068642  -1.642078  -1.385269
H  3.271488  -1.244201  0.273873
H  0.871176  -0.192135  -1.467636
H  -2.272056  0.613248  -1.668062
H  -2.784317  2.184319  -0.789838

Force components x, y, z for each atom (eV/Å):
-0.3 1.1 -1.1
-0.6 -0.9 -1.9
2.6 -1.5 3.7
-1.9 1.4 -3.0
1.5 1.5 0.9
-0.9 0.4 -0.4
0.6 -1.6 0.4
0.5 -0.8 0.1
0.1 0.5 1.3
-0.2 1.0 0.7
-0.5 0.1 -1.6
-1.3 0.9 -0.9
0.7 -0.3 1.4
-0.2 -0.3 0.2
-0.2 -1.4 0.1

---

# C5H8OS

A cluster of 2 separate species, C5H8OS in total (ωB97M-V with the def2-TZVPD basis set, the OMol25 dataset).

Orbital gap = 8.41 eV
HOMO = -0.3265 Eh

Atoms and positions in Å:
C  0.949577  1.766044  -0.007195
C  -2.345426  -0.054610  -0.072468
C  -2.755453  0.952998  0.669573
C  1.552186  0.564150  -0.221256
C  2.335526  -1.999042  -0.436659
O  1.003505  2.900294  -0.416038
S  2.502871  -0.469194  0.578324
H  0.037612  1.408638  0.585577
H  -2.058826  0.074420  -1.103874
H  -2.282871  -1.060613  0.312673
H  -3.047830  0.817017  1.697978
H  -2.819660  1.957880  0.286716
H  1.288022  -2.275396  -0.494521
H  2.909920  -2.782406  0.047630
H  2.730841  -1.800177  -1.426467

Force components x, y, z for each atom (eV/Å):
-1.3 0.2 0.5
0.1 -0.2 -0.2
-0.1 0.2 0.2
1.0 -1.4 0.0
0.2 0.3 0.3
0.4 0.6 -0.2
-0.6 0.1 -0.7
0.3 0.1 0.0
0.1 0.1 -0.2
0.0 -0.1 0.1
0.0 -0.1 0.2
0.0 0.2 -0.1
0.0 0.0 0.1
0.1 -0.1 0.1
0.0 0.0 0.0

---

Repeat the second record exactly.
# C5H8OS

The molecule C5H8OS (ωB97M-V with the def2-TZVPD basis set, the OMol25 dataset).

Orbital gap = 8.67 eV
HOMO = -0.2853 Eh

Atoms and positions in Å:
C  -1.357571  0.097472  0.855598
C  -2.797048  0.554247  -0.742981
C  -1.429953  -0.218501  -1.231662
C  -0.611347  -0.539378  -0.085298
C  0.969924  -2.752842  -0.890926
O  -2.531555  0.701461  0.555876
S  0.993757  -1.208768  0.155988
H  -1.041669  0.557316  1.821130
H  -3.086353  1.502848  -1.134847
H  -3.444372  -0.283409  -0.802535
H  -1.887228  -1.169934  -1.340170
H  -1.000365  0.208722  -2.238913
H  1.786816  -3.520897  -0.707014
H  1.049739  -2.393671  -1.858056
H  0.051461  -3.212744  -0.693828

Force components x, y, z for each atom (eV/Å):
2.0 0.9 2.9
2.5 -2.2 -2.1
-1.7 0.4 -5.1
-0.6 2.4 2.8
1.3 0.0 1.8
1.1 0.9 3.6
0.3 -0.2 -0.1
0.0 -1.5 -0.3
-0.3 0.3 -1.0
-1.8 0.1 -0.8
-0.3 -1.0 -2.0
-0.4 -1.1 2.0
-0.8 1.4 0.2
0.0 0.3 -2.1
-1.4 -0.8 0.0